C5H7N3 | the ωB97M-V functional and the def2-TZVPD basis

Properties
HOMO, eV: -8.552

Atoms and positions in Å:
H (3.409, -2.124, -0.185)
N (-0.983, -0.931, 0.170)
N (0.356, 1.171, -0.094)
H (1.444, 3.297, -0.351)
H (-0.643, -1.986, 0.146)
H (-1.999, 1.465, -0.233)
C (0.186, -0.081, 0.132)
C (-2.712, 0.533, -0.153)
C (1.355, -1.015, 0.194)
C (1.623, 1.959, 0.010)
H (1.838, 1.996, 1.474)
H (-3.830, 0.372, -0.297)
H (2.540, 1.383, -0.557)
C (2.327, -1.642, -0.300)
N (-2.148, -0.658, 0.025)

***

H21O10 | the ωB97M-V functional and the def2-TZVPD basis

Properties
Net charge: +1
HOMO, eV: -13.898

Atoms and positions in Å:
H (-0.557, -2.422, -3.544)
H (1.267, 1.695, 0.984)
H (-0.089, 3.637, -1.921)
H (0.994, 0.549, 3.157)
H (-0.256, 1.440, -2.702)
O (2.125, -1.288, 2.820)
O (1.217, 1.434, 2.782)
O (-3.052, 0.640, -1.113)
H (-1.441, -0.367, 0.102)
H (0.848, 2.202, -0.525)
H (0.453, -2.097, 1.409)
O (-1.377, -2.035, 1.992)
H (-3.102, 1.607, -1.180)
O (0.995, -2.201, 0.573)
O (-1.016, 2.084, -2.979)
O (0.557, 3.613, -1.242)
H (2.858, -1.066, 2.342)
H (1.476, -3.055, 0.798)
H (0.342, 0.517, 0.044)
H (1.251, 4.219, -1.400)
H (2.128, -2.084, 3.463)
H (-1.728, 1.568, -3.156)
H (0.720, -2.860, -2.710)
O (1.033, 1.446, 0.052)
H (1.789, 1.493, 3.599)
O (-0.502, -0.458, -0.172)
H (-1.755, -2.447, 2.761)
H (-3.662, 0.284, -1.794)
O (-0.020, -2.291, -2.810)
H (-1.286, -2.599, 1.099)
H (-0.212, -1.159, -0.730)

***

C6H19N2O2 | the ωB97M-V functional and the def2-TZVPD basis

Properties
Net charge: +1
HOMO, eV: -12.407

Atoms and positions in Å:
H (1.415, -2.342, 2.297)
H (1.244, 2.151, 1.964)
H (-0.586, 1.002, 1.528)
O (-2.112, 1.995, 0.707)
O (0.479, -2.275, 2.047)
H (-2.368, -1.444, -3.471)
N (1.028, -0.209, -0.185)
H (0.275, -1.414, -2.720)
H (1.850, 0.904, 2.884)
H (-0.121, -0.060, -3.387)
H (0.521, 1.381, -1.513)
H (-2.867, 1.415, 0.476)
H (-1.937, 2.323, -0.180)
H (-3.440, -1.371, -1.978)
C (-2.463, -1.205, -2.426)
H (-1.646, -0.223, -0.798)
N (-0.096, 0.524, 2.266)
H (-0.528, 0.822, 3.141)
H (2.660, -0.238, 0.984)
H (2.472, 1.375, 0.255)
H (1.459, -1.112, -0.291)
C (1.295, 1.053, 1.967)
C (0.901, 0.352, -1.552)
C (-1.453, -0.655, -1.757)
C (-0.091, -0.462, -2.357)
C (1.953, 0.525, 0.673)
H (1.906, 0.459, -1.997)
H (-0.136, -0.481, 2.185)
H (0.386, -2.792, 1.238)

***

C10H20FIO3P | the ωB97M-V functional and the def2-TZVPD basis

Properties
Net charge: -1
HOMO, eV: -4.442

Atoms and positions in Å:
H (2.029, -1.560, 0.212)
H (-1.846, 2.604, 0.472)
H (-1.840, 3.828, -0.770)
C (-3.630, -1.607, 0.306)
H (-0.670, -1.157, 1.308)
H (3.512, -0.183, 1.867)
H (0.708, -1.075, -1.700)
O (0.133, -3.386, -0.530)
C (3.659, 0.433, -0.148)
O (-2.604, -3.690, 0.876)
H (0.049, 0.725, 1.811)
H (-3.281, -0.711, -0.180)
H (1.177, 2.142, 0.150)
C (-1.203, 3.153, -0.202)
P (-0.068, -0.053, 0.575)
C (-0.212, -1.080, -1.131)
H (-0.023, 2.845, -1.910)
H (-3.711, -1.454, 1.368)
C (-0.583, -2.476, -0.896)
C (2.827, 0.205, 1.126)
C (1.710, -0.816, 0.927)
C (-0.475, 2.224, -1.138)
H (3.128, 0.022, -0.997)
H (2.456, 1.134, 1.536)
C (-2.696, -2.758, 0.100)
H (3.830, 1.483, -0.332)
H (-4.594, -1.904, -0.088)
O (-1.993, -2.704, -1.088)
I (1.560, -1.952, 2.797)
H (-1.201, 1.569, -1.606)
C (0.642, 1.424, -0.458)
H (-1.418, 0.468, 0.332)
H (1.322, 1.115, -1.247)
F (-0.328, 3.933, 0.526)
H (4.602, -0.092, -0.094)
H (-0.969, -0.647, -1.775)

***

C5H13N2S | the ωB97M-V functional and the def2-TZVPD basis

Properties
Net charge: -1
HOMO, eV: -2.640

Atoms and positions in Å:
H (3.273, 0.272, 0.281)
H (-2.418, 3.120, 0.067)
S (1.006, 0.497, 1.143)
H (1.950, -1.267, -1.041)
C (2.326, -1.637, -0.079)
H (1.717, -3.051, 1.434)
H (1.012, -3.404, -0.174)
H (3.285, -2.169, -0.275)
H (0.160, 1.411, -0.707)
H (3.036, -0.685, 1.774)
N (-3.895, 1.539, 0.225)
H (-0.254, 1.443, -2.314)
C (1.310, -2.603, 0.540)
C (-2.658, 2.074, -0.246)
H (-2.038, 0.276, -1.207)
H (-3.839, 1.263, 1.179)
H (0.427, -2.001, 0.820)
C (-1.800, 1.345, -0.972)
N (-0.502, 1.763, -1.396)
H (-4.654, 2.205, 0.166)
C (2.556, -0.392, 0.782)

***

C12H19ClIN6O3PSSe2Te2Y | the ωB97M-V functional and the def2-TZVPD basis

Properties
Net charge: +1
HOMO, eV: -9.977

Atoms and positions in Å:
C (-1.454, 1.027, -2.469)
C (0.291, 3.684, -0.144)
C (4.613, -0.942, 2.619)
H (-2.458, 1.088, -2.056)
Cl (-1.731, 5.428, 0.112)
H (-3.384, -0.330, 2.297)
H (-1.018, 0.436, -4.359)
I (2.694, 1.875, -0.916)
C (-2.134, -1.842, -1.935)
N (-1.778, -3.186, -2.396)
N (-1.635, 0.522, 1.709)
C (-0.974, 3.886, 0.336)
N (2.346, -1.638, 2.810)
H (1.956, -2.502, 3.164)
O (0.446, -0.816, -1.661)
C (-2.922, 0.587, 1.943)
Te (1.413, -4.714, -1.180)
C (-3.678, 1.759, 1.759)
N (5.757, -0.662, 3.252)
C (-3.052, 2.879, 1.285)
S (4.466, -0.675, 0.972)
O (1.096, 0.426, 1.283)
H (-1.756, -3.203, -3.411)
Se (3.119, -2.978, -1.402)
H (5.911, -0.894, 4.219)
N (-1.421, 1.429, -3.905)
C (-0.997, 1.610, 1.228)
H (6.536, -0.352, 2.700)
H (-2.182, -1.814, -0.846)
H (-4.735, 1.769, 1.985)
H (-3.085, -1.488, -2.349)
H (1.714, -0.882, 3.063)
O (-0.632, -0.891, -4.001)
Te (0.377, -4.486, 1.322)
H (-3.593, 3.803, 1.131)
H (0.093, -3.916, -1.828)
H (3.685, -1.395, 4.373)
H (-0.778, 2.188, -4.102)
P (-0.802, -0.733, -2.504)
Y (1.739, -1.166, 0.126)
Se (-0.517, -2.116, 1.361)
C (0.928, 2.463, 0.102)
C (0.402, 1.464, 0.912)
H (-0.795, 1.650, -1.865)
H (0.794, 4.464, -0.699)
N (3.611, -1.439, 3.367)
C (-1.677, 2.829, 0.967)
H (-2.333, 1.658, -4.280)
H (-2.466, -3.863, -2.088)

***

C3H9N5 | the ωB97M-V functional and the def2-TZVPD basis

Properties
Net charge: +2
HOMO, eV: -18.444
Structure (SMILES): [NH2+]=CN[C@H]1NC=[NH+]N1

Atoms and positions in Å:
H (2.340, -0.579, -1.503)
C (0.268, 0.845, 0.622)
N (-1.078, 1.195, 0.345)
C (1.310, -1.133, 0.270)
H (1.600, 1.810, -0.632)
H (-1.267, 2.131, 0.547)
C (-1.861, 0.338, -0.322)
N (1.128, 0.891, -0.531)
H (0.745, 1.458, 1.419)
N (-1.414, -0.767, -0.656)
H (0.033, -1.012, 1.796)
N (0.421, -0.535, 0.993)
N (1.851, -0.362, -0.634)
H (1.583, -2.199, 0.532)
H (-2.959, 0.457, -0.249)
H (-0.543, -1.272, -0.924)
H (-2.155, -1.266, -1.073)

***

C5H11NS2 | the ωB97M-V functional and the def2-TZVPD basis

Properties
HOMO, eV: -8.630
Structure (SMILES): CS[C@@H](CN)[C@@H]1CS1

Atoms and positions in Å:
H (-0.001, 1.056, -1.692)
H (0.521, -1.344, -1.819)
C (0.340, 1.407, 0.348)
H (2.501, 1.617, 0.258)
H (0.599, -1.127, 1.185)
C (0.966, -1.650, 0.315)
C (-0.075, 0.430, -0.748)
H (0.304, 1.052, 1.389)
H (-1.605, -0.610, 1.621)
H (1.570, 2.524, -0.890)
S (-1.905, 0.172, -0.863)
C (0.732, -0.923, -0.940)
H (-0.492, 2.156, 0.211)
H (-3.543, -0.499, 0.729)
S (2.419, -0.890, -0.348)
H (-2.381, -2.066, 0.360)
H (0.837, -2.649, 0.041)
N (1.611, 2.243, 0.141)
C (-2.399, -0.899, 0.702)

***

C32H70O34S9 | the ωB97M-V functional and the def2-TZVPD basis

Properties
HOMO, eV: -9.550
Structure (SMILES): O=S1(=O)CCCC1.O=S1(=O)CCCC1.O=S1(=O)CCCC1.O=S1(=O)CCCC1.O=S1(=O)OCCO1.O=S1(=O)OCCO1.O=S1(=O)OCCO1.O=S1(=O)OCCO1.O=S1(=O)OCCO1.OCCO.OCCO.OCCO

Atoms and positions in Å:
C (-2.175, -5.653, -2.488)
H (-1.640, -0.720, -1.036)
H (-0.179, 5.707, -1.621)
O (2.221, 5.830, 0.026)
C (3.189, -5.259, -3.380)
H (-4.771, -0.767, -0.693)
H (-0.986, -0.578, 1.629)
S (-0.736, -6.032, 3.896)
H (4.403, 4.426, 1.527)
O (-0.742, 2.615, 4.634)
O (-3.375, 0.560, 4.985)
H (0.536, 2.836, 3.073)
H (-3.184, -0.046, -6.196)
C (3.441, 0.801, -0.498)
O (-1.176, 4.634, 6.090)
O (-1.934, -3.182, -2.126)
O (-2.867, 2.926, -1.729)
H (-2.718, 7.296, -1.629)
C (-5.213, -0.702, 1.566)
H (3.744, -1.204, 0.098)
C (1.389, 3.311, -3.302)
H (2.356, 0.893, -0.534)
H (-3.543, -4.164, -1.753)
H (-1.518, -5.667, -3.358)
H (1.049, -5.122, -2.948)
H (1.196, 3.329, -2.230)
C (-3.764, -2.131, 4.862)
O (-3.705, -2.148, 0.362)
C (-3.453, 0.513, -3.743)
O (-0.621, 2.409, 7.144)
S (2.239, -3.823, -1.422)
H (-0.414, -0.897, 5.223)
C (3.409, 6.282, 0.604)
H (-2.002, 6.945, -0.211)
S (3.496, 2.423, -4.665)
H (2.813, 4.807, -2.761)
H (0.224, -1.375, -1.620)
C (5.313, 0.018, 1.032)
S (5.740, 1.768, 0.526)
H (2.501, -3.654, -4.513)
C (1.919, 1.968, -3.932)
H (-1.186, -3.464, 1.972)
O (6.626, 1.824, -0.589)
H (-3.626, 1.553, -4.019)
H (1.330, 1.782, -4.829)
O (-1.733, -4.942, 3.143)
O (-4.409, -3.852, 2.191)
H (6.194, -0.587, 0.819)
H (4.442, -3.124, -2.036)
H (4.244, -3.695, -4.391)
C (3.326, -3.784, -3.811)
H (-1.257, -6.803, -1.302)
H (3.276, -1.924, -2.523)
S (-0.450, 3.372, 6.063)
C (-1.365, -1.044, 5.736)
H (4.280, 5.776, 2.625)
O (-5.882, -1.940, 1.486)
C (0.064, -5.302, 1.638)
H (3.766, 0.480, -1.488)
O (-4.554, -0.286, -4.156)
S (-4.874, -3.200, 0.998)
C (3.484, -2.994, -2.541)
H (-3.497, -0.036, 0.287)
H (1.765, -6.098, -1.718)
C (-1.824, -2.378, 6.318)
H (3.837, 4.807, -5.267)
H (4.000, 2.959, -0.826)
H (-2.839, -6.503, -2.651)
O (-3.059, 5.354, -0.895)
H (2.339, 4.090, -5.787)
O (2.572, 5.010, 2.320)
C (-4.278, -0.797, 0.278)
H (-1.382, 0.847, -1.852)
O (2.965, -4.211, -0.222)
H (0.473, 3.469, -3.872)
H (-1.443, -2.468, 7.335)
H (0.347, 1.232, 0.129)
C (-0.910, 0.055, -1.272)
C (-1.280, -4.545, 1.862)
C (-2.783, -4.274, -2.527)
H (-1.440, -3.148, 5.649)
S (1.399, 4.863, 1.126)
C (3.869, -0.220, 0.551)
H (-3.731, -2.071, 7.111)
C (0.404, 2.184, 3.937)
H (-3.274, -4.203, -3.498)
O (-0.261, -0.418, 1.019)
S (-3.054, 4.290, -2.186)
H (-0.916, 6.744, -2.914)
H (0.346, 1.141, 3.626)
H (-1.989, -4.748, 1.059)
H (-3.509, -2.933, 4.169)
O (4.505, 2.428, -3.582)
C (3.777, 5.277, 1.797)
O (1.326, 3.502, 0.626)
H (-1.306, 1.278, 0.462)
H (2.175, 1.141, -3.269)
H (-1.192, -3.612, -1.694)
O (-1.565, -7.152, 4.360)
C (3.014, 4.174, -4.936)
H (-3.440, 0.404, -2.659)
H (0.259, -5.729, 0.654)
O (-2.297, 0.129, -5.876)
H (3.259, -0.152, 1.452)
O (3.777, 1.713, -5.901)
C (-2.210, 6.453, -1.161)
H (1.559, 5.336, -3.882)
H (4.049, 6.443, -0.264)
O (0.927, -3.102, -1.277)
O (1.137, 3.581, 5.656)
C (-3.345, -2.585, 6.230)
H (-3.580, -3.647, 6.301)
C (-1.095, 6.009, -2.129)
C (-0.537, 0.596, 0.098)
O (0.031, -6.410, 2.470)
O (-1.622, 4.900, -2.864)
H (3.588, 2.539, 0.789)
H (5.249, 0.036, 2.120)
H (-4.776, -0.540, 2.551)
H (1.824, 1.616, 5.562)
O (0.146, 5.517, 1.592)
H (-4.783, -1.808, 4.650)
O (5.991, 2.592, 1.686)
H (-6.013, 0.016, 1.388)
H (2.905, -5.920, -4.199)
O (0.245, -0.462, -1.918)
C (1.602, 2.443, 4.887)
H (-5.020, 0.011, -4.941)
C (-2.173, -0.075, -4.464)
H (2.483, 2.831, 4.378)
C (4.056, 2.139, -0.110)
H (0.847, -4.592, 1.906)
H (-1.224, 0.312, -4.092)
H (-2.094, -1.149, -4.294)
H (4.096, -5.658, -2.927)
H (3.284, 7.276, 1.033)
C (2.233, 4.515, -3.636)
H (-1.357, -0.229, 6.461)
O (0.203, -5.479, 4.934)
O (-4.163, 4.580, -3.117)
C (1.985, -5.288, -2.413)
O (-5.522, -4.019, -0.010)
O (-2.036, -0.643, 3.190)
O (-1.531, -5.883, -1.292)
S (-2.658, -0.659, 4.511)

***

C25H72N6O9 | the ωB97M-V functional and the def2-TZVPD basis

Properties
HOMO, eV: -8.968
Structure (SMILES): COC[C@H](C)N.COC[C@H](C)N.COC[C@H](C)N.COC[C@H](C)N.NC(N)=O.CCO.CCO.CCO.CCO

Atoms and positions in Å:
C (1.474, 1.355, 8.751)
O (-2.504, 2.338, 4.399)
H (-5.244, 3.173, 5.665)
H (6.736, 2.315, -4.214)
H (4.776, -9.741, 5.821)
H (-3.646, -4.784, -3.579)
H (2.078, -0.509, 9.158)
H (-1.098, 7.213, -1.362)
H (4.120, -10.711, 3.226)
O (0.872, 3.750, -5.628)
C (-4.680, -2.501, -5.596)
H (-0.502, 8.431, 1.681)
H (0.485, 1.800, -5.315)
H (-1.478, 9.151, 0.445)
H (-5.767, -1.913, 0.325)
C (-3.409, 2.535, 5.228)
H (-1.313, 4.064, -5.815)
H (-2.833, 3.784, -5.096)
H (-3.681, -2.130, -5.825)
O (1.234, 1.464, 10.085)
H (-7.717, -0.776, -5.310)
C (7.457, 1.499, -4.243)
N (-0.278, 7.761, -1.579)
H (-3.341, -1.521, 1.503)
C (3.154, 6.156, 0.033)
H (5.978, 0.154, -3.374)
C (-5.635, -1.274, -5.376)
H (-4.423, -1.739, 2.908)
H (3.146, 5.495, 0.899)
H (3.077, -8.211, 4.615)
H (1.703, -10.288, 4.399)
O (8.393, 1.745, -5.320)
H (-4.303, 0.181, -6.104)
H (3.023, 0.634, 1.062)
O (-6.466, -1.166, 2.155)
N (-3.364, 2.496, 6.540)
H (4.732, -8.153, 3.891)
H (-3.071, -3.166, -3.395)
H (1.165, -1.546, 0.025)
C (-3.485, -3.857, -4.129)
H (3.304, -6.372, 2.689)
H (0.157, 5.819, 0.538)
N (5.018, -10.363, 5.063)
H (2.809, 3.059, -5.950)
H (2.869, -1.498, 0.029)
H (7.311, -0.715, -4.021)
H (1.002, 2.767, -3.870)
H (2.427, -11.862, 4.405)
C (3.773, -8.670, 3.913)
H (-4.101, -3.058, 1.747)
H (-1.282, 1.889, -2.445)
H (1.941, -0.363, -1.033)
H (-7.551, -2.498, -4.978)
H (-5.015, -2.996, -6.507)
H (1.011, 8.631, -0.210)
O (-4.754, -3.459, -4.599)
C (2.693, -7.185, 2.295)
H (-2.547, 2.243, 7.077)
H (3.904, 5.782, -0.664)
O (1.883, 6.228, -0.558)
H (1.253, 7.038, 1.313)
H (2.323, 4.268, -7.059)
H (6.197, 0.028, -5.067)
C (-7.118, -1.661, -5.525)
N (-1.950, 3.398, -5.401)
H (-1.511, 7.378, 0.819)
C (3.902, -10.198, 4.162)
H (2.662, -10.869, 5.808)
H (-7.085, -0.616, 1.669)
H (-5.500, -0.793, -4.406)
C (-1.134, 3.034, -4.317)
N (-5.169, -0.275, -6.354)
H (-0.976, 3.911, -3.690)
H (1.957, 1.847, 10.587)
C (0.844, 6.650, 0.380)
C (2.029, 0.190, 1.014)
C (0.234, 7.867, -0.215)
C (-4.261, -1.985, 1.859)
C (6.748, 0.209, -4.144)
C (2.591, -10.831, 4.721)
H (-4.800, 3.169, 3.943)
H (1.512, -0.374, 7.506)
H (-4.172, 2.857, 7.026)
O (1.592, -0.351, 2.262)
H (1.880, -7.018, 3.001)
C (1.998, -0.848, -0.058)
H (0.860, 1.995, 8.117)
H (8.923, 0.959, -5.470)
H (1.759, 2.658, -7.250)
H (5.813, -9.820, 4.758)
C (1.937, 3.421, -6.492)
C (0.373, 2.731, -4.759)
H (0.324, -0.588, 8.887)
H (-5.270, -0.282, 0.822)
H (-2.754, -4.023, -4.921)
H (2.508, 1.638, 8.550)
C (-5.466, -1.295, 1.171)
H (0.985, 0.318, 2.589)
H (3.492, 7.156, 0.306)
H (2.269, -6.902, 1.332)
H (-1.665, 1.075, -3.841)
C (1.257, -0.144, 8.541)
H (-2.873, 2.200, -3.225)
O (3.260, -8.464, 2.546)
C (-1.805, 2.056, -3.387)
N (-4.601, 2.970, 4.913)
H (-4.948, -0.844, -7.159)
H (0.379, 7.147, -2.040)
C (-0.890, 8.262, 0.676)
H (1.319, 1.009, 0.900)
H (8.037, 1.722, -3.348)
H (-7.487, -1.865, -6.530)

***

Energy relative to the best compared isomer or geometry (same formula, charge and spin) values (in eV) by entry order: 9.068, 1.985, 2.562, 0.000, 0.961, 2.609, 1.668, 2.913, 4.787, 0.817.
Strongest force on any atom values (in hartree/bohr) by entry order: 0.181, 0.124, 0.036, 0.038, 0.031, 0.028, 0.123, 0.123, 0.101, 0.079.